No. 1
{
  "formula": "C14H29N3O18",
  "method": "ωB97M-V/def2-TZVPD",
  "symbols": ["C", "C", "O", "N", "H", "H", "C", "H", "H", "H", "H", "H", "H", "C", "C", "O", "N", "H", "H", "C", "H", "H", "H", "H", "H", "H", "C", "C", "O", "N", "H", "H", "C", "H", "H", "H", "H", "H", "H", "O", "C", "O", "O", "H", "O", "C", "O", "O", "H", "O", "C", "O", "O", "H", "O", "C", "O", "O", "H", "O", "C", "O", "O", "H"],
  "xyz": [[7.01, -0.95, 5.27], [5.94, 0.09, 5.17], [4.82, -0.17, 4.69], [6.09, 1.48, 5.80], [5.54, 1.42, 6.65], [7.04, 1.68, 6.07], [5.55, 2.56, 4.80], [6.73, -1.93, 5.65], [7.91, -0.69, 5.82], [7.12, -1.17, 4.20], [5.39, 3.58, 5.15], [4.67, 2.24, 4.25], [6.34, 2.74, 4.07], [1.01, 4.68, -3.42], [0.34, 5.97, -3.10], [0.81, 7.10, -3.24], [-1.10, 5.87, -2.75], [-1.61, 6.00, -3.61], [-1.26, 4.88, -2.58], [-1.48, 6.79, -1.57], [0.95, 4.09, -2.50], [2.09, 4.81, -3.46], [0.77, 4.17, -4.35], [-0.99, 6.24, -0.77], [-2.56, 6.69, -1.54], [-1.10, 7.81, -1.68], [0.21, -0.60, 0.92], [0.79, -1.56, -0.09], [1.90, -2.12, -0.03], [-0.09, -1.75, -1.29], [-0.75, -0.99, -1.34], [0.43, -1.65, -2.15], [-0.76, -3.16, -1.22], [0.98, -0.19, 1.57], [-0.71, -0.97, 1.38], [0.02, 0.20, 0.21], [-1.59, -3.06, -0.51], [-0.08, -3.97, -0.98], [-1.35, -3.16, -2.13], [-4.10, 0.15, -0.41], [-3.94, 1.46, -0.65], [-3.11, 1.80, -1.51], [-4.64, 2.20, 0.09], [-4.65, 0.44, 0.33], [-2.96, -4.08, 5.72], [-1.71, -4.11, 5.25], [-0.79, -4.20, 6.10], [-1.49, -4.04, 4.01], [-3.48, -3.76, 4.98], [-4.01, -4.70, -5.97], [-4.39, -5.75, -5.28], [-3.58, -6.67, -4.98], [-5.58, -5.79, -4.97], [-4.88, -4.28, -5.97], [-5.35, -4.55, 1.12], [-6.23, -4.00, 1.97], [-5.91, -3.29, 2.98], [-7.38, -4.13, 1.71], [-4.71, -4.20, 1.74], [1.90, 0.58, -7.25], [1.59, -0.43, -6.34], [1.95, -0.43, -5.18], [0.89, -1.36, -6.78], [1.56, 0.14, -8.04]],
  "gap_ha": 0.03067,
  "e_lumo_ev": -0.4,
  "e_homo_ev": -1.3,
  "charge": -2,
  "e_above_lowest_kcal_mol": 311.4
}

***

No. 2
{
  "formula": "C14H29NO4",
  "method": "ωB97M-V/def2-TZVPD",
  "symbols": ["C", "C", "O", "O", "C", "C", "C", "C", "C", "C", "C", "N", "C", "C", "O", "H", "H", "H", "H", "H", "H", "H", "H", "H", "H", "H", "H", "H", "H", "H", "H", "H", "H", "H", "H", "H", "H", "C", "C", "C", "O", "H", "H", "H", "H", "H", "H", "H"],
  "xyz": [[-0.25, 3.20, -1.42], [-1.27, 2.91, -0.35], [-2.44, 3.01, -0.62], [-0.83, 2.49, 0.88], [0.32, 3.19, 1.33], [0.96, 2.50, 2.57], [0.40, 1.11, 2.84], [0.79, 0.19, 1.67], [2.23, -0.34, 1.79], [2.39, -1.70, 1.15], [1.89, -1.58, -0.30], [1.22, -2.82, -0.77], [0.11, -3.13, 0.17], [0.53, -3.14, 1.64], [1.86, -2.79, 1.89], [0.41, 2.34, -1.53], [-0.75, 3.41, -2.35], [0.36, 4.04, -1.09], [0.06, 4.21, 1.58], [1.11, 3.23, 0.58], [2.02, 2.37, 2.35], [0.84, 3.12, 3.45], [-0.68, 1.10, 3.00], [0.84, 0.76, 3.77], [0.04, -0.59, 1.66], [0.66, 0.78, 0.78], [2.85, 0.32, 1.17], [2.67, -0.30, 2.78], [3.46, -1.89, 1.11], [1.23, -0.74, -0.50], [2.75, -1.44, -0.94], [0.85, -2.64, -1.71], [1.87, -3.61, -0.82], [-0.62, -2.33, 0.03], [-0.38, -4.05, -0.13], [0.42, -4.17, 2.00], [-0.19, -2.57, 2.22], [-2.73, -0.69, -3.93], [-2.10, -0.88, -2.54], [-2.64, 0.22, -1.61], [-0.73, -0.78, -2.63], [-2.46, 0.28, -4.36], [-2.40, -1.47, -4.62], [-3.83, -0.74, -3.88], [-2.52, -1.84, -2.15], [-2.40, 1.21, -1.98], [-2.21, 0.11, -0.61], [-3.73, 0.17, -1.51]],
  "gap_ha": 0.21284,
  "e_lumo_ev": -0.2,
  "e_homo_ev": -6.0,
  "charge": 0,
  "e_above_lowest_kcal_mol": 52.5
}

***

No. 3
{
  "formula": "C14H2Cl6F5IrO4",
  "method": "ωB97M-V/def2-TZVPD",
  "symbols": ["Ir", "Cl", "C", "C", "Cl", "C", "Cl", "C", "O", "C", "Cl", "C", "Cl", "Cl", "C", "C", "O", "O", "H", "H", "F", "C", "C", "F", "C", "F", "C", "O", "C", "F", "C", "F"],
  "xyz": [[0.06, 0.35, -0.71], [5.50, 0.22, 3.87], [3.99, 0.04, 3.06], [3.96, -0.08, 1.68], [5.40, -0.07, 0.74], [2.73, -0.22, 1.05], [2.62, -0.39, -0.67], [1.52, -0.25, 1.75], [0.36, -0.40, 1.14], [1.58, -0.12, 3.15], [0.10, -0.14, 4.02], [2.80, 0.02, 3.79], [2.84, 0.17, 5.50], [1.47, 4.76, -2.82], [1.08, 4.28, -1.17], [0.77, 2.82, -1.01], [0.96, 2.28, 0.11], [0.29, 2.13, -1.96], [0.19, 4.84, -0.85], [1.91, 4.54, -0.51], [-4.79, -4.25, -2.43], [-4.08, -3.19, -2.06], [-2.70, -3.23, -2.09], [-2.06, -4.33, -2.48], [-1.98, -2.11, -1.71], [-0.63, -2.16, -1.75], [-2.59, -0.93, -1.29], [-1.92, 0.16, -0.92], [-3.99, -0.92, -1.27], [-4.63, 0.18, -0.88], [-4.72, -2.03, -1.65], [-6.05, -1.99, -1.61]],
  "gap_ha": [0.32682, 0.23732],
  "multiplicity": 5,
  "e_lumo_ev": [-0.2, -2.8],
  "e_homo_ev": [-9.1, -9.2],
  "charge": 0
}

***

No. 4
{
  "formula": "C14H30BBrN5O4P",
  "method": "ωB97M-V/def2-TZVPD",
  "symbols": ["C", "C", "C", "C", "C", "B", "C", "O", "C", "N", "C", "C", "C", "O", "N", "C", "N", "C", "C", "N", "N", "P", "O", "Br", "H", "H", "H", "H", "H", "H", "H", "H", "H", "H", "H", "H", "H", "H", "H", "H", "H", "H", "H", "H", "H", "H", "H", "H", "H", "H", "H", "C", "O", "H", "H", "H"],
  "xyz": [[-2.01, 3.95, 0.66], [-0.67, 4.08, 0.23], [-0.04, 3.06, -0.83], [0.34, 1.74, -0.03], [-0.12, 0.36, -0.65], [-1.64, 0.27, -1.20], [-1.86, 0.62, -2.79], [-2.81, -0.04, -0.46], [0.22, -0.81, 0.40], [-0.61, -0.79, 1.61], [0.18, -2.16, -0.43], [-1.00, -3.16, -0.04], [-0.67, -4.00, 1.28], [-1.53, -3.56, 2.33], [1.64, -0.71, 0.93], [2.38, 0.42, 0.42], [3.70, 0.22, 0.32], [4.71, 1.23, -0.14], [4.24, 1.72, -1.58], [4.25, 2.98, -1.87], [1.84, 1.72, 0.07], [2.50, 2.85, 1.27], [1.34, 3.17, 2.49], [2.83, 4.93, 0.36], [-2.89, 3.87, -0.04], [-2.25, 3.99, 1.77], [-0.08, 4.91, 0.71], [0.90, 3.47, -1.31], [-0.80, 2.97, -1.66], [-0.18, 1.81, 0.98], [0.54, 0.17, -1.56], [-1.22, 1.48, -3.14], [-1.63, -0.27, -3.45], [-2.95, 0.88, -2.97], [-3.23, -0.79, -0.94], [-1.58, -1.04, 1.46], [-0.48, 0.05, 2.17], [1.15, -2.74, -0.25], [0.17, -1.99, -1.56], [-1.15, -3.89, -0.89], [-1.97, -2.57, 0.06], [0.40, -3.91, 1.63], [-0.86, -5.09, 1.06], [-2.45, -3.92, 2.21], [1.59, -0.54, 1.96], [4.07, -0.72, 0.53], [5.68, 0.66, -0.28], [4.89, 2.06, 0.60], [3.86, 0.93, -2.31], [3.90, 3.03, -2.84], [1.54, 2.48, 3.15], [-4.44, -4.65, 0.53], [-4.48, -3.52, 1.25], [-5.25, -5.40, 0.72], [-4.50, -4.55, -0.58], [-3.53, -5.29, 0.64]],
  "gap_ha": 0.09435,
  "e_lumo_ev": -2.1,
  "e_homo_ev": -4.7,
  "charge": 0
}

***

Which value of charge does entry 4 give?
0

***

charge of number 2 (C14H29NO4)?
0

***

The lowest charge belongs to which entry?
C14H29N3O18